1.
The following is a quantum chemistry calculation of a cluster of 11 separate species, C21H62NO13 in total in a non-equilibrium geometry, from OMol25.

As for the LUMO energy: 2.792 eV. The calculation puts the HOMO energy at -0.267 Eh. The total energy comes out at -50889.375 eV. For the maximum force, the calculation gives 1.828 eV/A. As for the energy relative to the best compared isomer or geometry (same formula, charge and spin): 0.0 kcal per mole.

```
! wB97M-V def2-TZVPD RIJCOSX def2/J DEFGRID3
* xyz -1 1
N 0.570 -0.348 0.093
O 1.306 -1.194 0.636
O 1.054 0.461 -0.749
O -0.645 -0.284 0.394
C 4.877 -0.027 -0.906
O 4.273 0.190 0.358
H 5.961 -0.006 -0.993
H 4.543 -1.003 -1.274
H 4.452 0.718 -1.584
H 3.327 0.044 0.228
C 0.561 -3.504 3.026
O 1.801 -2.827 2.916
H 0.465 -4.218 2.196
H 0.375 -3.981 3.985
H -0.279 -2.813 2.859
H 1.706 -2.235 2.159
C 3.575 -4.186 0.019
O 2.824 -3.304 -0.792
H 2.914 -4.941 0.446
H 4.341 -4.677 -0.581
H 4.120 -3.653 0.802
H 2.117 -2.905 -0.270
C -1.934 3.368 0.913
C -3.373 3.325 0.396
C -4.025 4.711 0.428
O -3.408 2.827 -0.929
H -1.948 3.747 1.937
H -1.308 4.027 0.304
H -1.475 2.380 0.840
H -3.897 2.630 1.064
H -3.996 5.169 1.415
H -5.077 4.604 0.151
H -3.511 5.279 -0.346
H -2.515 2.584 -1.204
C 2.919 2.669 -2.388
C 3.190 3.203 -0.973
C 3.547 4.678 -1.128
O 2.053 3.139 -0.135
H 2.591 1.632 -2.479
H 3.782 2.756 -3.051
H 2.094 3.248 -2.817
H 4.045 2.680 -0.535
H 4.491 4.840 -1.647
H 3.544 5.196 -0.166
H 2.743 5.191 -1.666
H 1.533 2.371 -0.408
C -4.730 -2.786 1.332
C -3.660 -1.722 1.245
C -3.667 -0.712 2.375
O -2.382 -2.432 1.308
H -4.705 -3.210 2.338
H -4.633 -3.548 0.562
H -5.721 -2.357 1.146
H -3.679 -1.236 0.262
H -4.531 -0.048 2.348
H -2.729 -0.154 2.352
H -3.677 -1.201 3.354
H -1.719 -1.750 1.099
C -1.750 2.673 -4.363
C -1.278 1.531 -3.497
C -0.151 0.738 -4.166
O -0.815 2.114 -2.288
H -0.992 3.441 -4.523
H -2.579 3.199 -3.878
H -2.117 2.323 -5.330
H -2.082 0.814 -3.296
H -0.383 0.478 -5.201
H 0.117 -0.167 -3.623
H 0.752 1.353 -4.216
H -0.273 1.515 -1.746
C -2.081 -2.265 -2.296
C -1.809 -3.750 -2.037
C -0.352 -3.978 -1.638
O -2.655 -4.221 -0.992
H -1.473 -1.883 -3.122
H -1.803 -1.673 -1.424
H -3.125 -2.112 -2.570
H -2.094 -4.336 -2.914
H -0.028 -3.250 -0.882
H 0.330 -3.789 -2.476
H -0.112 -4.946 -1.201
H -2.553 -3.661 -0.199
C 1.938 -0.375 5.383
C 1.452 0.347 4.123
C -0.058 0.359 3.992
O 1.983 1.685 4.186
H 1.720 -1.450 5.337
H 1.484 -0.075 6.336
H 3.019 -0.305 5.496
H 1.940 -0.150 3.286
H -0.334 0.790 3.027
H -0.487 1.011 4.760
H -0.504 -0.629 4.105
H 1.709 2.017 5.049
O 2.378 -1.196 -2.877
H 2.614 -1.986 -2.365
H 1.979 -0.597 -2.224
*
```


2.
The following is a quantum chemistry calculation of a structure of composition C21H14BrF4NOTc, from OMol25.

As for the LUMO energy (alpha / beta): -7.784 / -8.574 eV. The calculation puts the HOMO energy (alpha / beta) at -0.534 / -0.550 Eh. The total energy comes out at -108634.570 eV. For the maximum force, the calculation gives 0.261 eV/A. Its expectation value of S² is 3.862. As for the energy relative to the best compared isomer or geometry (same formula, charge and spin): 2.1 kcal per mole.

```
! wB97M-V def2-TZVPD RIJCOSX def2/J DEFGRID3
* xyz 2 4
Tc -0.345 0.007 0.162
O 1.677 -5.798 -0.546
C 1.377 -4.534 -0.343
C 2.283 -3.568 0.124
C 1.856 -2.278 0.298
N 0.593 -1.895 0.022
C -0.256 -2.835 -0.417
Br -1.999 -2.132 -0.731
C 0.054 -4.144 -0.617
H 2.601 -6.012 -0.347
H 3.308 -3.828 0.349
H 2.522 -1.510 0.666
H -0.669 -4.864 -0.971
F 0.212 2.551 9.041
C 0.440 1.252 8.811
F -0.433 0.543 9.525
F 1.672 0.969 9.249
C 0.329 0.962 7.328
C -0.619 0.069 6.844
C -0.707 -0.162 5.487
C 0.159 0.514 4.607
C 1.122 1.409 5.113
C 1.202 1.626 6.469
C 0.053 0.314 3.225
C -0.049 0.171 1.995
H -1.281 -0.439 7.531
H -1.440 -0.853 5.093
H 1.793 1.918 4.434
H 1.936 2.310 6.873
F -5.175 1.844 -1.026
C -3.875 1.897 -0.848
C -3.381 2.164 0.421
C -2.012 2.228 0.600
C -1.126 2.021 -0.488
C 0.313 1.938 -0.287
C -1.685 1.734 -1.770
C -3.043 1.682 -1.952
H -4.071 2.339 1.235
H -1.607 2.483 1.571
H 0.743 2.474 0.551
H 0.920 1.966 -1.191
H -1.021 1.601 -2.617
H -3.486 1.496 -2.921
*
```


3.
The following is a quantum chemistry calculation of a structure of composition C30H34CaN6O2P2S, from OMol25.

As for the LUMO energy: 4.294 eV. The calculation puts the HOMO energy at -0.029 Eh. The total energy comes out at -92550.206 eV. For the maximum force, the calculation gives 0.521 eV/A. As for the energy relative to the best compared isomer or geometry (same formula, charge and spin): 0.0 kcal per mole.

```
! wB97M-V def2-TZVPD RIJCOSX def2/J DEFGRID3
* xyz -2 1
Ca 0.180 -0.964 0.430
C -1.830 2.129 3.183
P -1.206 1.560 1.345
C -2.943 1.837 0.751
C -0.218 3.125 1.176
C -0.789 4.376 1.420
C -0.102 5.558 1.194
C 1.209 5.513 0.740
C 1.804 4.279 0.527
C 1.111 3.086 0.733
P 1.950 1.484 0.412
C 2.436 1.649 -1.352
C 3.610 1.812 1.189
H -2.352 3.089 3.293
H -0.978 2.130 3.876
H -2.534 1.355 3.518
H -3.336 2.801 1.086
H -3.552 1.054 1.213
H -3.023 1.759 -0.328
H -1.814 4.428 1.766
H -0.591 6.510 1.365
H 1.763 6.425 0.547
H 2.829 4.257 0.175
H 2.986 2.575 -1.541
H 1.539 1.623 -1.967
H 3.072 0.801 -1.617
H 4.125 2.698 0.806
H 4.242 0.941 1.001
H 3.489 1.912 2.269
C -2.694 -0.520 6.016
C -3.124 -1.090 4.718
N -4.331 -1.430 4.393
N -4.202 -1.860 3.096
C -2.949 -1.786 2.611
S -2.453 -2.223 1.083
N -2.250 -1.298 3.680
N -0.901 -0.976 3.775
H -3.538 -0.516 6.702
H -2.333 0.497 5.858
H -1.870 -1.104 6.423
H -4.999 -2.156 2.565
H -0.731 -0.183 3.148
H -0.308 -1.739 3.416
N -0.608 1.052 -0.482
C -0.928 1.589 -1.664
C -0.793 0.827 -2.878
C -1.071 1.345 -4.125
C -1.514 2.662 -4.289
C -1.657 3.435 -3.140
C -1.379 2.934 -1.878
H -0.449 -0.199 -2.778
H -0.943 0.710 -4.998
H -1.733 3.065 -5.271
H -1.993 4.465 -3.229
H -1.501 3.584 -1.021
N 2.017 -7.701 -7.553
C 1.844 -6.965 -6.684
C 1.632 -6.055 -5.606
C 2.535 -5.996 -4.539
C 2.333 -5.118 -3.496
C 1.220 -4.258 -3.470
C 0.320 -4.328 -4.551
C 0.521 -5.205 -5.594
C 1.004 -3.353 -2.400
C 0.796 -2.572 -1.474
H 3.397 -6.652 -4.545
H 3.033 -5.077 -2.673
H -0.537 -3.669 -4.545
H -0.181 -5.245 -6.418
C 3.391 -2.411 1.654
C 2.269 -2.365 2.692
O 2.541 -2.527 3.883
O 1.100 -2.157 2.208
H 4.351 -2.612 2.123
H 3.424 -1.450 1.133
H 3.161 -3.174 0.908
*
```


4.
The following is a quantum chemistry calculation of a cluster of 2 separate species, C3H5F6N2P in total in a non-equilibrium geometry, from OMol25.

As for the LUMO energy (alpha / beta): -0.733 / -0.631 eV. The calculation puts the HOMO energy (alpha / beta) at -0.318 / -0.286 Eh. The total energy comes out at -31761.847 eV. For the maximum force, the calculation gives 2.951 eV/A. As for the energy relative to the best compared isomer or geometry (same formula, charge and spin): 67.6 kcal per mole.

```
! wB97M-V def2-TZVPD RIJCOSX def2/J DEFGRID3
* xyz 0 1
C -2.604 0.002 1.032
C 2.079 -2.078 -0.462
C 1.637 1.403 0.044
N -2.065 0.180 -0.287
N -0.772 0.703 -0.377
F 2.089 -1.701 -1.757
F 3.316 -2.084 0.058
F 1.586 -3.345 -0.386
F 1.993 1.297 -1.202
F 2.703 1.352 0.883
F 1.009 2.672 0.113
P 0.434 0.116 0.719
H -2.056 -0.898 1.294
H -2.577 0.825 1.707
H -3.521 -0.417 0.850
H -2.552 0.860 -0.891
H -0.699 1.115 -1.337
*
```